Entry from the Open Molecules 2025 dataset: a structure of composition C30H23Cl4N2O2PPd (wB97M-V/def2-TZVPD).

Geometry as XYZ:
```
63
C30H23Cl4N2O2PPd | the Open Molecules 2025 dataset | wB97M-V/def2-TZVPD
Pd -0.93545 -0.02456 0.15335
Cl -6.02234 3.89728 3.33736
C -5.41695 2.91852 2.10679
C -6.30509 2.65485 0.93569
Cl -7.84546 3.35184 0.94362
C -5.90748 1.87918 -0.09134
Cl -6.88286 1.52662 -1.43568
C -4.57711 1.26865 -0.06958
O -4.16508 0.51529 -0.91517
C -3.65073 1.58444 1.12841
O -2.51662 1.13570 1.13186
C -4.16479 2.41042 2.19656
Cl -3.12692 2.71803 3.51774
N -2.13388 -1.50117 -0.69811
C -1.54052 -2.24258 -1.81086
C -2.32494 -2.94158 -2.70851
C -1.70447 -3.62728 -3.74431
C -0.32120 -3.61429 -3.87775
C 0.45872 -2.90927 -2.97493
C -0.15791 -2.22072 -1.93293
P 0.70370 -1.26667 -0.68144
C 1.36848 -2.37578 0.56515
C 1.71141 -1.87076 1.82101
C 2.26046 -2.70944 2.77603
C 2.46161 -4.05298 2.48448
C 2.11497 -4.55930 1.24023
C 1.56749 -3.72514 0.27711
C 2.03857 -0.37922 -1.47755
C 3.28510 -0.26574 -0.86519
C 4.27800 0.49189 -1.46919
C 4.02883 1.13133 -2.67536
C 2.78649 1.01506 -3.29042
C 1.78935 0.26321 -2.69377
H -2.97529 -1.01136 -1.00703
H -2.42463 -2.16146 0.02209
H -3.40372 -2.94672 -2.61309
H -2.30880 -4.16965 -4.45860
H 0.14776 -4.14566 -4.69422
H 1.53538 -2.87898 -3.08761
H 1.55833 -0.82309 2.04841
H 2.52977 -2.31928 3.74817
H 2.88715 -4.70834 3.23240
H 2.26965 -5.60623 1.01790
H 1.29549 -4.12935 -0.68943
H 3.48733 -0.77547 0.06825
H 5.25049 0.57269 -1.00281
H 4.80883 1.71435 -3.14665
H 2.60085 1.50439 -4.23693
H 0.82194 0.17092 -3.17544
C 2.53697 4.56943 2.76180
C 1.75560 3.46722 2.12025
C 1.69804 3.31085 0.73926
C 0.97059 2.27532 0.18968
N 0.29488 1.39817 0.94314
C 0.32608 1.54516 2.27909
C 1.04206 2.54656 2.89051
H 3.05238 5.17905 2.02373
H 3.27457 4.15999 3.45308
H 1.87443 5.21366 3.34159
H 2.22108 3.99246 0.08252
H 0.92701 2.13373 -0.88099
H -0.24790 0.83318 2.85712
H 1.04033 2.61260 3.97052
```

Calculated values
orbital gap: 0.2442 hartree
total charge: +2
E_HOMO: -14.34 eV
energy above the lowest of the compared OMol25 structures with the same formula, charge and spin: 0.0 kJ/mol

Entry from the Open Molecules 2025 dataset: a structure of composition C10H22HgNO2 (wB97M-V/def2-TZVPD).

Geometry as XYZ:
```
36
C10H22HgNO2 | the Open Molecules 2025 dataset | wB97M-V/def2-TZVPD
C 2.10078 -2.18444 -0.80200
O 2.07919 -1.51057 0.46454
C 2.91888 -0.41719 0.54389
C 2.20008 0.91975 0.33009
N 3.05368 2.02299 0.36109
O 1.50711 0.79985 -0.76346
C 0.45950 1.79752 -0.94127
C -0.94793 1.25799 -0.57362
C -1.74652 2.53187 -0.15224
C -0.93164 0.23950 0.58741
C -2.00643 -0.90422 0.66372
C -2.28036 -1.67919 -0.72015
C -1.40978 -1.96333 1.62882
H 3.02935 -2.04672 -1.35236
H 1.85246 -3.22649 -0.64177
H 1.30438 -1.76895 -1.42774
H 3.31693 -0.39803 1.56210
H 3.78824 -0.46431 -0.12061
H 3.67758 1.98237 -0.43890
H 2.57749 2.91772 0.38002
H 0.61750 2.71332 -0.37297
H 0.45664 2.04763 -1.99769
H -1.40340 0.89442 -1.49305
H -1.16769 3.02412 0.63256
H -2.74206 2.29879 0.18480
H -1.76258 3.23143 -0.98785
H 0.02700 -0.26883 0.70177
H -1.07214 0.84145 1.48995
H -2.98868 -0.56531 1.19473
H -2.87320 -2.56380 -0.50881
H -1.32303 -2.01977 -1.11811
H -2.80741 -1.00950 -1.49500
H -1.90394 -2.92554 1.53503
H -0.36331 -2.13010 1.36271
H -1.38768 -1.59550 2.65146
Hg -3.84901 0.12103 -0.36707
```

Calculated values
orbital gap: 0.1151 hartree
total charge: +1
E_HOMO: -10.07 eV

Entry from the Open Molecules 2025 dataset: a structure of composition C4H6MgO (wB97M-V/def2-TZVPD).

Geometry as XYZ:
```
12
C4H6MgO | the Open Molecules 2025 dataset | wB97M-V/def2-TZVPD
O 0.99868 -1.03950 -0.39475
C -0.18058 -1.61867 -0.45550
C -1.26115 -1.30475 0.36205
H -0.39764 -2.15856 -1.39517
H -1.07778 -1.38536 1.44158
H -2.26895 -1.42006 -0.04598
Mg 1.53990 0.71214 0.31332
C -0.68592 1.15602 0.99768
C -0.98946 1.42596 2.27889
H -1.25153 1.75585 0.26208
H -0.56116 0.84461 3.10583
H -1.60206 2.28659 2.58259
```

Calculated values
orbital gap (spin up / spin down): 0.1933 / 0.2072 hartree
total charge: -1
E_HOMO (spin up / spin down): -1.75 / -2.36 eV
energy above the lowest of the compared OMol25 structures with the same formula, charge and spin: 0.0 kJ/mol
multiplicity: 2

Entry from the Open Molecules 2025 dataset: a cluster of 2 separate species, C4H14N3O in total (wB97M-V/def2-TZVPD).

Geometry as XYZ:
```
22
C4H14N3O | the Open Molecules 2025 dataset | wB97M-V/def2-TZVPD
C 1.15310 0.48128 -1.88999
C 1.90252 0.64244 -0.58775
N 1.47893 1.89487 0.03712
N 1.39254 -0.84545 -2.48529
H 0.09080 0.57999 -1.64918
H 1.43220 1.27067 -2.59128
H 1.69311 -0.23997 0.02526
H 2.98749 0.67480 -0.76177
H 1.93695 1.97890 0.94092
H 0.47020 1.77353 0.23294
H 0.52143 -1.23637 -2.83061
H 2.01913 -0.78736 -3.27722
C -1.72240 -0.04319 0.46184
O -1.23595 1.16993 0.14480
C -1.61370 -0.36398 1.95992
N -2.13012 -1.70221 2.28380
H -2.79489 -0.20540 0.18773
H -1.19320 -0.89705 -0.05857
H -0.56535 -0.22718 2.25383
H -2.20720 0.37030 2.51630
H -1.57697 -2.40785 1.81300
H -2.03865 -1.88070 3.27419
```

Calculated values
orbital gap: 0.2563 hartree
total charge: -1
E_HOMO: -2.88 eV
energy above the lowest of the compared OMol25 structures with the same formula, charge and spin: 14.7 kJ/mol

Entry from the Open Molecules 2025 dataset: an isolated molecule of C4H8BN (wB97M-V/def2-TZVPD).

Geometry as XYZ:
```
14
C4H8BN | the Open Molecules 2025 dataset | wB97M-V/def2-TZVPD
B -2.54742 0.11529 0.72895
C -1.36121 -0.00668 -0.69753
C 0.74838 -1.28388 -0.34792
C 0.55942 1.29767 -0.39305
C -0.11607 -0.01717 -0.35444
N -2.55815 0.16367 -0.73879
H -2.69096 -0.94290 1.25526
H -2.45051 1.13086 1.36867
H 0.08150 -2.24742 -0.54089
H 1.38844 -1.51302 0.60176
H 1.47337 -1.18511 -1.16574
H 0.45443 1.78678 -1.41132
H 0.31210 2.12430 0.38693
H 1.67462 1.03565 -0.37844
```

Calculated values
orbital gap: 0.3564 hartree
E_HOMO: -8.89 eV
energy above the lowest of the compared OMol25 structures with the same formula, charge and spin: 290.7 kJ/mol

| no. | E (a.u.) | F_max (eV/A) |
| --- | --- | --- |
| 1 | -3726.53763 | 0.17 |
| 2 | -752.40009 | 7.86 |
| 3 | -431.24008 | 2.50 |
| 4 | -400.29462 | 0.47 |
| 5 | -236.72284 | 3.31 |